1.
{
  "formula": "C24H24N6OS3Sn",
  "method": "ωB97M-V/def2-TZVPD",
  "symbols": ["Sn", "C", "C", "N", "N", "C", "N", "S", "C", "C", "C", "C", "C", "N", "H", "H", "H", "H", "H", "H", "H", "H", "H", "H", "C", "C", "N", "N", "C", "S", "S", "C", "C", "C", "C", "C", "C", "C", "C", "C", "C", "C", "C", "C", "O", "H", "H", "H", "H", "H", "H", "H", "H", "H", "H", "H", "H", "H", "H"],
  "xyz": [[0.4624, -0.5972, 2.1079], [1.7817, 4.4970, 1.5510], [1.9374, 3.0096, 1.7146], [1.3209, 2.3281, 2.6006], [0.4281, 2.9691, 3.3885], [-0.2527, 2.2968, 4.3648], [-1.3481, 2.9706, 4.7960], [0.2251, 0.8595, 5.0382], [2.8716, 2.2561, 0.8342], [3.4586, 2.8528, -0.2759], [4.3845, 2.1322, -1.0154], [4.7022, 0.8476, -0.6219], [4.0215, 0.3109, 0.4651], [3.1223, 0.9856, 1.1667], [1.6465, 4.9761, 2.5214], [0.9214, 4.7411, 0.9209], [2.6657, 4.9381, 1.1006], [0.0838, 3.8792, 3.1166], [-1.8174, 3.6034, 4.1665], [-1.9358, 2.4639, 5.4363], [3.2015, 3.8593, -0.5708], [4.8502, 2.5772, -1.8851], [5.4420, 0.2595, -1.1457], [4.2071, -0.7091, 0.7828], [0.2203, -1.5499, -2.5156], [0.5792, -1.4847, -1.0529], [0.0206, -0.6364, -0.2506], [-0.9742, 0.1377, -0.8350], [-1.7266, 0.7949, -0.0344], [-1.6326, 0.9117, 1.6973], [-3.0282, 1.7759, -0.7176], [-3.3944, 0.8935, -2.2769], [-4.3139, -0.2752, -2.0556], [-5.6909, -0.1068, -2.1644], [-6.5578, -1.1576, -1.9045], [-6.0569, -2.3945, -1.5254], [-4.6853, -2.5739, -1.4163], [-3.8201, -1.5226, -1.6815], [1.5529, -2.4558, -0.5527], [2.5992, -2.8641, -1.3957], [3.4776, -3.8586, -1.0362], [3.2834, -4.5137, 0.1866], [2.2555, -4.1535, 1.0226], [1.3688, -3.0940, 0.7061], [0.4408, -2.7553, 1.5539], [-0.8276, -1.3176, -2.6669], [0.4447, -2.5354, -2.9139], [0.7974, -0.8062, -3.0717], [-2.4386, 0.6077, -2.7080], [-3.8660, 1.6468, -2.9071], [-6.0875, 0.8605, -2.4520], [-7.6263, -1.0074, -1.9925], [-6.7325, -3.2127, -1.3125], [-4.2840, -3.5339, -1.1178], [-2.7533, -1.6670, -1.5821], [2.7316, -2.3552, -2.3438], [4.2917, -4.1385, -1.6908], [3.9521, -5.3146, 0.4789], [2.1004, -4.6508, 1.9715]],
  "energy_ha": -2741.60825,
  "gap_ev": 7.0833
}

=====

2.
{
  "formula": "C24H24N8O3Ru",
  "method": "ωB97M-V/def2-TZVPD",
  "symbols": ["Ru", "C", "C", "C", "C", "N", "C", "C", "C", "C", "C", "C", "N", "H", "H", "H", "H", "H", "H", "H", "H", "N", "C", "N", "C", "C", "C", "C", "C", "H", "H", "H", "H", "H", "H", "H", "H", "H", "H", "O", "C", "C", "C", "C", "O", "N", "H", "H", "H", "H", "N", "C", "O", "C", "C", "N", "C", "N", "H", "H"],
  "xyz": [[-1.0824, 0.3227, 0.6424], [-1.0028, -0.2905, 4.8882], [-0.3319, 0.8338, 5.3399], [0.1010, 1.7824, 4.4263], [-0.1482, 1.5921, 3.0796], [-0.8165, 0.4956, 2.6542], [-1.2291, -0.4247, 3.5332], [0.2722, 2.5256, 2.0170], [0.9135, 3.7294, 2.2386], [1.2344, 4.5326, 1.1523], [0.9045, 4.1198, -0.1288], [0.2662, 2.9059, -0.2875], [-0.0282, 2.1298, 0.7615], [-1.3494, -1.0546, 5.5684], [-0.1425, 0.9734, 6.3957], [0.6289, 2.6599, 4.7675], [-1.7495, -1.2797, 3.1245], [1.1546, 4.0523, 3.2399], [1.7314, 5.4801, 1.3110], [1.1267, 4.7269, -0.9944], [-0.0317, 2.5394, -1.2615], [0.7627, -0.8751, 0.2529], [1.5618, -1.2934, -0.4844], [2.4697, -1.7819, -1.2602], [2.9399, -1.0382, -2.4498], [4.4042, -0.6340, -2.2724], [5.1921, -1.7081, -1.4968], [4.5255, -3.0773, -1.6134], [3.1651, -3.0582, -0.9254], [2.2930, -0.1734, -2.5956], [2.8147, -1.6946, -3.3113], [4.4631, 0.3231, -1.7532], [4.8298, -0.4824, -3.2650], [5.2536, -1.4359, -0.4402], [6.2163, -1.7556, -1.8621], [5.1302, -3.8500, -1.1403], [4.4229, -3.3652, -2.6616], [3.2862, -3.0977, 0.1571], [2.5412, -3.8962, -1.2387], [-3.2488, 1.6947, 0.7249], [-3.7681, 0.5878, 0.7760], [-5.2163, 0.1814, 0.8061], [-5.1550, -1.3550, 0.7541], [-3.6777, -1.6853, 0.6321], [-3.1692, -2.7555, 0.3805], [-2.9509, -0.5176, 0.7880], [-5.7443, 0.6279, -0.0357], [-5.6778, 0.5720, 1.7130], [-5.6751, -1.7854, -0.1005], [-5.5586, -1.8376, 1.6436], [-2.0713, -1.5843, -2.2035], [-1.6323, -0.3517, -2.3486], [-1.2423, 0.4066, -1.4283], [-1.5501, 0.2093, -3.7144], [-0.9505, 1.4735, -3.8370], [-0.4035, 2.4904, -3.8569], [-2.0014, -0.5220, -4.8192], [-2.4273, -1.1660, -5.6796], [-2.2044, -2.0284, -1.2889], [-2.3682, -2.1130, -3.0130]],
  "energy_ha": -1687.07591,
  "multiplicity": 5,
  "gap_ev": [8.3292, 6.0882],
  "charge": 2
}

=====

3.
{
  "formula": "C24H24O5",
  "method": "ωB97M-V/def2-TZVPD",
  "symbols": ["C", "C", "O", "C", "C", "C", "O", "C", "C", "C", "O", "H", "H", "H", "H", "H", "H", "H", "H", "H", "H", "H", "C", "O", "C", "C", "C", "C", "C", "O", "C", "C", "C", "C", "C", "C", "C", "C", "C", "C", "H", "H", "H", "H", "H", "H", "H", "H", "H", "H", "H", "H", "H"],
  "xyz": [[-3.9638, -0.8191, 2.5162], [-2.8798, 0.2220, 2.5797], [-1.5991, -0.4431, 2.6015], [-0.6061, 0.4535, 2.8265], [0.7068, -0.1555, 2.7604], [1.9052, 0.6438, 2.8447], [2.0152, 1.8344, 3.1049], [3.1023, -0.3029, 2.6421], [2.5209, -1.7145, 2.6968], [0.9776, -1.5928, 2.5526], [-0.8429, 1.6276, 3.0891], [-4.9343, -0.3176, 2.5309], [-3.9072, -1.4154, 1.6010], [-3.9241, -1.4993, 3.3727], [-2.9116, 0.8861, 1.7014], [-2.9799, 0.8297, 3.4903], [3.5680, -0.0865, 1.6689], [3.8526, -0.1241, 3.4226], [2.9573, -2.3666, 1.9348], [2.7473, -2.1498, 3.6774], [0.4647, -2.2273, 3.2961], [0.6527, -1.9294, 1.5508], [7.3122, -2.0024, 11.4188], [7.2086, -1.1382, 10.2636], [5.9844, -0.8824, 9.7296], [5.9540, -0.0319, 8.5963], [4.7570, 0.2634, 7.9853], [3.5369, -0.2760, 8.4608], [2.3062, 0.0321, 7.7766], [1.2069, -0.5198, 8.3590], [-0.0472, -0.2902, 7.8261], [-0.2153, 0.5023, 6.6719], [-1.5419, 0.6992, 6.2041], [-2.6110, 0.1364, 6.8777], [-2.3955, -0.6419, 8.0284], [-1.1115, -0.8648, 8.5085], [0.9365, 1.0320, 6.0714], [2.1826, 0.8121, 6.6312], [3.5748, -1.1110, 9.6057], [4.7706, -1.4158, 10.2346], [8.3826, -2.0340, 11.6259], [6.7737, -1.5866, 12.2828], [6.9410, -3.0145, 11.2014], [6.8874, 0.3765, 8.2189], [4.7325, 0.9214, 7.1197], [-1.6776, 1.3188, 5.3158], [-3.6272, 0.3014, 6.5146], [-3.2388, -1.0805, 8.5555], [-0.9067, -1.4589, 9.3964], [0.8423, 1.6389, 5.1714], [3.0630, 1.2475, 6.1702], [2.6589, -1.5344, 10.0116], [4.7938, -2.0669, 11.1123]],
  "energy_ha": -1305.06609,
  "gap_ev": 3.8146
}

=====

4.
{
  "formula": "C24H25As2BrF4NO2PS4Tc",
  "method": "ωB97M-V/def2-TZVPD",
  "symbols": ["Tc", "N", "C", "O", "C", "C", "H", "H", "H", "H", "H", "H", "F", "C", "C", "F", "C", "F", "C", "P", "C", "C", "C", "C", "C", "C", "C", "C", "C", "C", "C", "C", "C", "Br", "C", "F", "H", "H", "H", "H", "H", "H", "H", "H", "H", "H", "S", "As", "S", "S", "S", "C", "As", "C", "C", "O", "H", "H", "H", "H", "H", "H", "H", "H", "H"],
  "xyz": [[-0.1229, -1.4268, 0.2862], [4.0117, -0.7895, 0.9413], [2.8215, -1.2800, 0.6661], [1.8004, -0.5382, 0.6673], [2.6226, -2.7155, 0.3219], [1.1720, -3.0596, 0.6268], [4.1230, 0.1980, 1.1225], [4.8356, -1.3711, 0.9429], [3.3221, -3.3692, 0.8487], [2.8349, -2.8272, -0.7435], [0.9932, -3.1231, 1.7099], [0.8663, -3.9948, 0.1613], [1.8001, -0.4738, -6.6367], [1.3728, -0.2413, -5.4222], [1.1441, 1.0564, -5.0005], [1.3594, 2.0598, -5.8191], [0.6832, 1.2951, -3.7169], [0.4551, 2.5542, -3.3716], [0.4607, 0.2580, -2.8222], [-0.2477, 0.5472, -1.1856], [-1.9233, 1.1287, -1.4859], [-2.1662, 2.4924, -1.6906], [-3.4398, 2.9160, -2.0363], [-4.4711, 1.9952, -2.1756], [-4.2312, 0.6406, -1.9822], [-2.9609, 0.2074, -1.6401], [0.6898, 1.8857, -0.4437], [0.0898, 2.6630, 0.5464], [0.8008, 3.7002, 1.1366], [2.1094, 3.9533, 0.7474], [2.7159, 3.1641, -0.2268], [2.0115, 2.1271, -0.8162], [0.7016, -1.0259, -3.2814], [0.3871, -2.4981, -2.1363], [1.1480, -1.2963, -4.5501], [1.3654, -2.5403, -4.9495], [-1.3732, 3.2203, -1.5966], [-3.6245, 3.9700, -2.2040], [-5.4644, 2.3345, -2.4426], [-5.0340, -0.0764, -2.1039], [-2.7780, -0.8497, -1.5163], [-0.9405, 2.4820, 0.8331], [0.3264, 4.3286, 1.8817], [2.6543, 4.7790, 1.1889], [3.7307, 3.3768, -0.5428], [2.4860, 1.5240, -1.5838], [-2.9909, -6.7199, -1.1776], [-4.4496, -5.5593, -0.5614], [-2.1585, -3.6330, 1.7992], [-2.0895, -2.6249, 0.0442], [-3.6834, -4.8671, 1.8094], [0.9266, -1.5990, 4.3797], [-0.3335, -0.3757, 3.6514], [0.3138, 1.4014, 3.7083], [-1.9555, -0.5372, 4.6184], [-0.6800, -0.8231, 2.0324], [1.0642, -1.3522, 5.4324], [1.8803, -1.5295, 3.8608], [0.5118, -2.6020, 4.2976], [0.5446, 1.6371, 4.7478], [-0.4653, 2.0640, 3.3429], [1.2045, 1.4829, 3.0913], [-1.7104, -0.5946, 5.6790], [-2.4529, -1.4514, 4.3045], [-2.5940, 0.3227, 4.4335]],
  "energy_ha": -10593.76380,
  "gap_ev": [5.0925, 5.0906],
  "charge": 3
}